{
  "formula": "C53H68N9O2STi",
  "method": "the ωB97M-V functional and the def2-TZVPD basis",
  "total_energy_ha": -3950.63213,
  "e_above_lowest_kj_mol": 90.7,
  "homo_lumo_gap_ha": 0.2295,
  "charge": 3,
  "e_homo_ev": -15.4,
  "spin_multiplicity": 1,
  "symbols": ["Ti", "C", "C", "N", "C", "C", "S", "C", "C", "N", "H", "H", "H", "H", "H", "H", "H", "H", "H", "H", "H", "H", "H", "H", "C", "C", "C", "C", "C", "C", "C", "N", "C", "N", "C", "C", "C", "C", "C", "C", "C", "N", "C", "C", "C", "C", "C", "C", "C", "H", "H", "H", "H", "H", "H", "H", "H", "H", "H", "H", "H", "H", "H", "H", "H", "H", "H", "H", "H", "H", "H", "C", "C", "C", "C", "C", "C", "C", "N", "C", "C", "C", "C", "C", "C", "C", "N", "C", "C", "C", "C", "H", "H", "H", "H", "H", "H", "H", "H", "H", "H", "H", "H", "H", "H", "H", "H", "H", "H", "H", "H", "H", "H", "H", "H", "O", "C", "N", "C", "O", "C", "C", "C", "C", "N", "C", "H", "H", "H", "H", "H", "H", "H", "H"],
  "positions_angstrom": [[0.37045, -1.46334, 0.03518], [-0.14597, -5.23296, 1.15875], [-0.91574, -4.15922, 1.93099], [-1.23298, -2.96370, 1.10716], [-2.37981, -3.26702, 0.22651], [-1.98565, -3.93363, -1.09394], [-0.38875, -3.35912, -1.80845], [0.56202, -4.91887, -1.98847], [1.37370, -5.34233, -0.75237], [0.95888, -4.61018, 0.43295], [0.20384, -5.99444, 1.86729], [-0.79911, -5.74655, 0.45240], [-1.83589, -4.60934, 2.32149], [-0.33470, -3.84318, 2.79641], [-1.55194, -2.26587, 1.78883], [-3.08230, -3.94738, 0.73053], [-2.93007, -2.34611, 0.02726], [-1.90814, -5.00883, -0.97842], [-2.75807, -3.73966, -1.83834], [-0.16065, -5.67319, -2.29157], [1.23012, -4.74347, -2.83142], [1.26973, -6.42674, -0.62204], [2.42855, -5.12969, -0.93116], [1.75203, -4.53922, 1.06393], [4.37182, 2.86070, -3.10124], [5.14742, 1.59503, -3.29996], [6.44991, 1.59640, -3.78321], [7.14662, 0.41663, -3.97631], [6.54053, -0.80072, -3.71249], [5.24616, -0.83057, -3.23143], [4.55935, 0.36046, -3.01419], [3.21307, 0.33010, -2.55758], [2.72201, -0.42649, -1.56330], [3.62786, -1.00779, -0.76074], [3.43340, -1.77167, 0.39538], [2.14597, -1.94464, 0.92524], [2.09206, -2.61158, 2.15815], [3.21244, -3.14241, 2.77695], [4.45646, -3.00484, 2.18521], [4.59417, -2.29291, 1.00502], [5.96120, -2.06852, 0.43457], [1.39801, -0.56473, -1.39209], [0.64023, -0.04042, -2.50082], [0.00990, 1.20528, -2.41046], [-0.70236, 1.71255, -3.48414], [-0.78253, 0.99072, -4.66612], [-0.11324, -0.21480, -4.77852], [0.62392, -0.73721, -3.71894], [1.44380, -1.97371, -3.93788], [4.99709, 3.72901, -3.28466], [3.98191, 2.92932, -2.08502], [3.52872, 2.90426, -3.79376], [6.92068, 2.53733, -4.01600], [8.15579, 0.44681, -4.35004], [7.06871, -1.72223, -3.89117], [4.75175, -1.77751, -3.06659], [2.56866, 0.94259, -3.04287], [4.59926, -0.81055, -0.98768], [1.14525, -2.69338, 2.67010], [3.11974, -3.65011, 3.72428], [5.32900, -3.42512, 2.66075], [6.69604, -2.62053, 1.01389], [6.23796, -1.01495, 0.48888], [6.03920, -2.40282, -0.59837], [0.11120, 1.79824, -1.51046], [-1.17926, 2.67892, -3.41457], [-1.33973, 1.37542, -5.50694], [-0.13659, -0.75773, -5.71237], [0.85020, -2.74022, -4.42965], [1.84419, -2.36873, -3.00185], [2.27863, -1.74303, -4.60062], [-6.56376, -0.08310, -0.26779], [-5.73286, 0.90247, -1.10916], [-5.86997, 2.29994, -0.49378], [-6.26890, 0.94790, -2.54163], [-4.30585, 0.42215, -1.07274], [-3.74985, -0.39857, -2.06018], [-2.46335, -0.88241, -1.91773], [-1.65174, -0.54611, -0.91179], [-2.12587, 0.36006, -0.03493], [-3.44732, 0.78589, -0.03551], [-1.08316, 1.05227, 0.73888], [-1.28729, 2.39460, 1.05225], [-0.22748, 3.21387, 1.42602], [1.00163, 2.55692, 1.59914], [1.12904, 1.21282, 1.31506], [0.11905, 0.45625, 0.84953], [-0.36263, 4.71448, 1.49883], [0.56942, 5.29107, 0.41559], [-1.78814, 5.19069, 1.20866], [0.04842, 5.22967, 2.88383], [-7.60208, 0.23584, -0.26909], [-6.21739, -0.10177, 0.76337], [-6.51930, -1.08967, -0.67522], [-6.89287, 2.63926, -0.61947], [-5.21702, 3.01205, -0.99128], [-5.66257, 2.30810, 0.57208], [-7.26062, 1.38940, -2.53628], [-6.35906, -0.04046, -2.98258], [-5.63230, 1.56451, -3.17257], [-4.30996, -0.66660, -2.93899], [-2.04198, -1.55206, -2.65612], [-3.79363, 1.43544, 0.75056], [-2.26198, 2.82966, 0.91048], [1.86527, 3.10891, 1.93360], [2.08389, 0.71101, 1.44906], [0.27856, 4.92565, -0.56811], [1.61036, 5.03680, 0.59277], [0.48244, 6.37339, 0.41194], [-2.09176, 4.94142, 0.19395], [-1.82281, 6.27222, 1.29820], [-2.50515, 4.78383, 1.91773], [1.06401, 4.95095, 3.14601], [-0.63055, 4.85373, 3.64507], [-0.01097, 6.31384, 2.89248], [-4.16362, 3.67337, 3.33320], [-4.14771, 2.75973, 4.39807], [-2.96462, 1.94797, 4.20835], [-2.30423, 1.40993, 5.27134], [-2.70310, 1.45017, 6.40570], [-1.02608, 0.73936, 4.87277], [0.10549, 0.88194, 5.67048], [1.28503, 0.29885, 5.23963], [1.27710, -0.40853, 4.04811], [0.18301, -0.61862, 3.31149], [-0.94190, -0.05103, 3.73374], [-4.81680, 4.35555, 3.52185], [-5.04263, 2.11590, 4.37740], [-4.08937, 3.24950, 5.38045], [-2.47751, 2.12605, 3.34211], [0.03700, 1.44062, 6.59172], [2.19151, 0.37727, 5.81781], [2.18935, -0.85180, 3.67276], [-1.82895, -0.23833, 3.13300]],
  "forces_ev_per_angstrom": [[-0.1637, -1.5139, 0.0581], [-0.0265, 0.3386, 0.0649], [0.4086, -0.5115, 0.2108], [-0.1641, 0.7359, 0.2817], [-0.4135, 0.0088, -0.2525], [0.2503, 0.1408, 0.0170], [-0.3896, 0.1306, 0.0532], [0.0532, 0.3081, 0.1461], [-0.0240, 0.0808, 0.0460], [0.2949, -0.4410, 0.2436], [-0.1361, 0.0527, -0.0633], [0.0439, 0.0038, 0.0758], [0.0219, 0.2173, -0.0314], [-0.0589, 0.0365, -0.0654], [-0.1113, -0.1894, -0.1113], [0.1579, 0.1897, -0.0087], [0.1272, -0.1409, 0.0802], [0.0118, -0.0408, -0.1113], [0.0415, -0.0340, 0.0178], [-0.1079, 0.0720, -0.0707], [-0.1345, -0.0233, -0.0620], [0.1108, 0.0704, -0.0760], [-0.0416, -0.0138, 0.0206], [-0.1227, 0.0363, -0.1774], [0.0321, 0.0089, -0.0020], [-0.1593, -0.1434, 0.1667], [-0.0999, -0.0773, 0.0250], [-0.0409, -0.0032, -0.0269], [0.0753, 0.0258, 0.0717], [-0.1380, 0.0545, -0.1122], [0.6730, -0.0427, -0.0681], [-0.4585, -0.0405, 0.0936], [1.0359, 0.3178, 0.0002], [0.1618, 0.0181, -0.0127], [-0.2607, 0.0531, 0.0000], [0.4453, 0.4868, -0.1941], [-0.0543, -0.1445, 0.3734], [-0.5076, 0.0489, -0.1228], [-0.1297, 0.2385, -0.2885], [-0.0714, -0.0634, -0.0014], [0.0091, -0.0046, -0.0059], [0.1656, -0.3581, -0.0077], [-0.4371, 0.4105, -0.8849], [0.3006, -0.0522, -0.0288], [0.0673, 0.0344, 0.0934], [0.0022, -0.1357, -0.0078], [-0.0476, 0.0705, 0.0916], [0.0259, -0.0422, 0.3384], [0.0291, 0.0198, -0.0615], [-0.0078, 0.0607, -0.0250], [-0.0413, 0.0437, 0.0437], [-0.0800, 0.1175, -0.0353], [0.0675, 0.1644, -0.0136], [0.1599, 0.0008, -0.0667], [0.0792, -0.1351, -0.0301], [-0.0438, -0.1197, -0.0033], [-0.1040, -0.2165, 0.0820], [-0.1880, 0.0451, -0.0962], [0.0663, -0.0415, -0.0720], [-0.0646, -0.0589, 0.1166], [0.1260, -0.0150, 0.0278], [0.0536, 0.0039, -0.0308], [0.0846, 0.1137, -0.0843], [0.0472, 0.0070, -0.1414], [-0.0387, -0.0444, 0.1072], [-0.0210, 0.0747, 0.0757], [-0.0353, 0.0560, -0.0517], [0.0046, -0.0471, -0.0939], [-0.0047, -0.1041, -0.0153], [0.0364, -0.0746, -0.1538], [0.1070, -0.0207, 0.0131], [0.0681, 0.0660, -0.1045], [-0.3472, 0.0433, 0.0384], [0.0652, -0.1305, -0.0910], [0.0773, -0.0056, 0.1451], [0.3090, -0.1490, -0.0317], [0.1178, 0.0557, 0.1931], [-0.0270, -0.1640, -0.1625], [0.0986, 0.0763, 0.6201], [-0.4201, -0.1178, -0.1493], [0.2930, -0.2038, -0.0365], [-0.0319, 0.4881, 0.0361], [0.2319, -0.1944, 0.0835], [-0.0482, -0.4313, -0.0715], [-0.1144, -0.1926, -0.0157], [0.4744, 0.2594, 0.2148], [-0.6748, 0.4117, -0.3069], [0.0120, 0.3097, 0.0314], [-0.1136, -0.0636, 0.1302], [0.1673, -0.1057, 0.0580], [-0.0307, -0.1351, -0.1006], [-0.1326, 0.0222, 0.0104], [0.0292, -0.0390, 0.1339], [0.0035, -0.1526, -0.0432], [-0.1243, 0.0579, -0.0104], [0.0950, 0.1672, -0.0545], [0.0466, 0.0328, 0.1689], [-0.1100, 0.0245, -0.0198], [-0.0150, -0.1284, -0.0791], [0.0398, 0.0643, -0.1361], [-0.0766, -0.0843, -0.1067], [-0.0200, 0.0066, -0.0911], [-0.0135, 0.1501, 0.0618], [-0.0758, -0.0146, -0.1161], [0.1700, -0.0280, -0.0043], [-0.1625, 0.0738, -0.0558], [0.0179, -0.0178, -0.1297], [0.1556, -0.0180, 0.0180], [0.0092, 0.1326, -0.0042], [-0.1045, -0.0423, -0.1323], [0.0248, 0.1233, -0.0084], [-0.1038, -0.0624, 0.0596], [0.1738, -0.0581, 0.0648], [-0.0499, -0.0591, 0.1521], [0.0144, 0.1236, -0.0012], [0.0920, 0.1362, -0.2917], [-0.4329, -0.3674, 0.6511], [-0.2521, 0.2769, -0.2555], [0.1036, -0.0482, -0.5269], [-0.0562, 0.0314, 0.3547], [0.1919, -0.1478, 0.1284], [-0.1272, -0.1094, -0.2501], [-0.1575, 0.0406, -0.0270], [-0.0036, -0.0920, 0.1274], [0.0032, -0.2206, 0.3569], [-0.0752, 0.1548, 0.0926], [-0.0069, 0.0208, -0.0397], [0.1797, 0.2046, 0.0452], [-0.0165, -0.0904, -0.2117], [0.0864, -0.0952, 0.1454], [0.0244, 0.0497, 0.0987], [0.1133, 0.0514, 0.0212], [0.0698, 0.0332, 0.0969], [-0.0836, 0.0766, 0.0594]],
  "lowdin_charge": [1.17, -0.17, -0.16, -0.11, -0.23, -0.36, 0.95, -0.34, -0.22, -0.11, 0.14, 0.11, 0.14, 0.11, 0.11, 0.14, 0.10, 0.08, 0.09, 0.09, 0.08, 0.13, 0.13, 0.09, -0.02, -0.20, -0.01, -0.04, -0.05, -0.05, -0.20, 0.18, -0.32, 0.18, -0.18, -0.17, -0.19, -0.05, 0.01, -0.18, -0.02, -0.02, -0.29, -0.03, -0.05, -0.04, -0.01, -0.23, -0.06, 0.09, 0.08, 0.09, 0.13, 0.12, 0.12, 0.12, 0.15, 0.12, 0.06, 0.13, 0.13, 0.10, 0.10, 0.09, 0.11, 0.12, 0.12, 0.13, 0.09, 0.05, 0.10, -0.01, -0.55, -0.03, -0.04, -0.11, 0.06, -0.13, 0.03, -0.20, 0.07, -0.21, 0.06, -0.11, 0.05, -0.09, -0.02, -0.54, -0.02, -0.04, -0.01, 0.10, 0.09, 0.09, 0.10, 0.10, 0.07, 0.10, 0.09, 0.10, 0.13, 0.09, 0.12, 0.11, 0.13, 0.12, 0.09, 0.08, 0.10, 0.09, 0.10, 0.07, 0.09, 0.09, 0.10, -0.05, -0.23, 0.09, -0.46, 0.13, -0.09, 0.04, 0.00, -0.13, 0.04, -0.10, 0.11, 0.14, 0.14, 0.10, 0.14, 0.12, 0.10, 0.11]
}